C16H27NO | ωB97M-V/def2-TZVPD

Computed properties:
LUMO: 0.930 eV
F_max: 0.57 eV Å⁻¹
ΔE to the lowest compared entry with this formula, charge and spin: 1.058 eV
structure (SMILES): CCc1cccc(OCCCCN(CC)CC)c1
HOMO-LUMO gap: 8.991 eV
DFT total energy: -755.83786 hartree
highest occupied orbital energy: -8.061 eV

Last columns: bonded neighbours and bond lengths (Å).
Geometry (Å):
1 C -5.929 -1.493 1.104  H2 1.088, H3 1.088, H4 1.088, C5 1.530
2 H -5.047 -2.079 1.353  C1 1.088
3 H -6.104 -0.782 1.909  C1 1.088
4 H -6.784 -2.162 1.038  C1 1.088
5 C -5.721 -0.754 -0.219  C1 1.530, C6 1.503, H44 1.092, H45 1.092
6 C -4.539 0.170 -0.125  C5 1.503, C7 1.390, C11 1.386
7 C -3.262 -0.314 -0.386  C6 1.390, C8 1.389, H43 1.080
8 C -2.154 0.513 -0.259  C7 1.389, C9 1.396, O15 1.361
9 C -2.332 1.841 0.132  C8 1.396, C10 1.378, H14 1.079
10 C -3.598 2.319 0.390  C9 1.378, C11 1.386, H13 1.080
11 C -4.701 1.490 0.265  C6 1.386, C10 1.386, H12 1.080
12 H -5.691 1.871 0.469  C11 1.080
13 H -3.729 3.348 0.691  C10 1.080
14 H -1.462 2.472 0.223  C9 1.079
15 O -0.868 0.134 -0.492  C8 1.361, C16 1.412
16 C -0.598 -1.199 -0.873  O15 1.412, C17 1.526, H41 1.099, H42 1.100
17 C 0.916 -1.340 -1.002  C16 1.526, H18 1.092, C19 1.528, H40 1.089
18 H 1.143 -2.302 -1.465  C17 1.092
19 C 1.601 -1.239 0.360  C17 1.528, H20 1.092, H21 1.089, C22 1.538
20 H 1.346 -2.128 0.940  C19 1.092
21 H 1.217 -0.371 0.894  C19 1.089
22 C 3.131 -1.108 0.276  C19 1.538, N23 1.449, H38 1.104, H39 1.092
23 N 3.571 0.265 0.423  C22 1.449, C24 1.454, C31 1.447
24 C 3.396 1.109 -0.749  N23 1.454, C25 1.529, H29 1.095, H30 1.098
25 C 2.203 2.053 -0.589  C24 1.529, H26 1.087, H27 1.085, H28 1.088
26 H 2.327 2.645 0.314  C25 1.087
27 H 1.270 1.504 -0.514  C25 1.085
28 H 2.146 2.725 -1.443  C25 1.088
29 H 4.294 1.718 -0.896  C24 1.095
30 H 3.270 0.499 -1.654  C24 1.098
31 C 4.849 0.413 1.086  N23 1.447, C32 1.535, H36 1.093, H37 1.095
32 C 6.057 -0.173 0.342  C31 1.535, H33 1.087, H34 1.087, H35 1.088
33 H 5.951 -1.249 0.226  C32 1.087
34 H 6.968 0.026 0.901  C32 1.087
35 H 6.154 0.272 -0.646  C32 1.088
36 H 5.010 1.482 1.251  C31 1.093
37 H 4.770 -0.062 2.069  C31 1.095
38 H 3.483 -1.562 -0.666  C22 1.104
39 H 3.571 -1.675 1.100  C22 1.092
40 H 1.271 -0.549 -1.663  C17 1.089
41 H -0.979 -1.897 -0.115  C16 1.099
42 H -1.084 -1.422 -1.834  C16 1.100
43 H -3.152 -1.344 -0.691  C7 1.080
44 H -5.561 -1.483 -1.017  C5 1.092
45 H -6.620 -0.181 -0.456  C5 1.092

These are the Löwdin partial charges, in e, on atoms 1 to 5:
1 C -0.0953
2 H 0.0723
3 H 0.0746
4 H 0.0672
5 C -0.2141